#i
C4H4I2O | the ωB97M-V functional and the def2-TZVPD basis

Geometry as ORCA input:
```
! RIJCOSX wB97M-V def2-TZVPD def2/J DEFGRID3
* xyz 0 1
C 2.098 0.290 -0.013
C 1.049 -0.095 -0.672
I 0.353 0.841 -2.479
O 0.245 -1.009 -0.188
C -1.380 -0.749 0.159
C -1.605 0.362 0.759
I -2.637 -2.353 -0.126
H 2.888 1.027 -0.359
H 2.370 -0.146 0.899
H -2.515 0.626 1.062
H -0.866 1.206 0.960
*
```

The value obtained for the HOMO energy is -8.98 eV. Its structure (SMILES) is C=C(I)OC(=C)I. For the HOMO-LUMO gap, the calculation gives 8.95 eV.

=====

#ii
C4H4I2O | the ωB97M-V functional and the def2-TZVPD basis

Geometry as ORCA input:
```
! RIJCOSX wB97M-V def2-TZVPD def2/J DEFGRID3
* xyz 0 1
C -1.537 -0.218 0.832
C -0.944 -0.323 -0.367
C 1.463 1.134 0.365
C 0.483 -0.463 -0.705
O 0.804 1.930 0.898
I 1.441 -2.125 0.150
I 0.968 -0.101 -2.684
H -2.622 0.038 0.782
H -0.970 -0.302 1.697
H -1.580 -0.309 -1.251
H 2.494 0.739 0.283
*
```

The value obtained for the HOMO energy is -8.33 eV. For the HOMO-LUMO gap, the calculation gives 8.37 eV.

=====

Most stable: #ii. Least stable: #i.

=====

#i
CH2NOS2 | the ωB97M-V functional and the def2-TZVPD basis

Geometry as ORCA input:
```
! RIJCOSX wB97M-V def2-TZVPD def2/J DEFGRID3
* xyz -1 1
C -1.858 -0.550 -0.131
N 1.634 0.098 -0.010
O -1.412 -1.441 0.489
S -2.513 0.491 -1.083
S 1.890 1.676 0.748
H 0.910 0.253 -0.705
H 1.350 -0.528 0.692
*
```

The value obtained for the HOMO energy is -1.47 eV. For the HOMO-LUMO gap, the calculation gives 4.24 eV.

=====

#ii
CH2NOS2 | the ωB97M-V functional and the def2-TZVPD basis

Geometry as ORCA input:
```
! RIJCOSX wB97M-V def2-TZVPD def2/J DEFGRID3
* xyz -1 1
C -0.573 0.153 -1.149
N 0.535 -0.199 1.455
O -0.965 -0.873 -0.638
S -0.668 1.111 -2.440
S 0.691 1.248 0.512
H 1.282 -0.753 1.036
H -0.302 -0.687 1.224
*
```

The value obtained for the HOMO energy is -3.09 eV. For the HOMO-LUMO gap, the calculation gives 6.71 eV.

=====

Most stable: #ii. Least stable: #i.